[1]
5 unconnected molecules or ions with the total composition C38H56BBrClF13NO14S. Source: the Open Molecules 2025 dataset; level of theory: ωB97M-V/def2-TZVPD.

CARTESIAN COORDINATES (ANGSTROEM)
C: -3.29 -2.84 -3.61
C: -1.69 -2.35 -3.63
O: -0.91 -3.04 -2.59
C: -0.03 -2.14 -1.84
N: 1.15 -1.47 -2.51
C: 0.82 -0.13 -3.10
C: 1.90 -2.38 -3.45
C: 1.43 -2.86 -4.94
O: 3.11 -2.84 -3.02
O: 0.68 -3.13 -0.96
B: -0.12 -3.53 0.25
C: -1.19 -4.77 0.11
C: -2.59 -4.45 0.98
C: -3.55 -5.80 1.12
O: -3.33 -6.70 -0.02
C: -4.64 -7.25 -0.48
C: 1.07 -3.81 1.35
C: 0.63 -3.65 2.91
C: 2.05 -3.56 3.79
Cl: -0.14 -5.29 3.42
O: -1.01 -2.36 0.40
C: -0.68 -1.26 -0.57
C: 0.48 -0.45 0.28
C: 0.50 1.17 0.02
C: 0.92 2.05 1.38
F: 2.00 1.30 2.07
F: -0.32 2.16 2.18
C: 1.48 3.51 0.82
F: 0.65 3.92 -0.37
F: 2.85 3.25 0.31
C: 1.43 4.70 2.00
F: 1.84 3.98 3.26
F: -0.03 5.08 2.05
C: 2.42 5.94 1.59
F: 3.87 5.55 1.81
F: 2.35 6.26 0.12
S: 2.17 7.54 2.50
F: 1.45 6.82 3.87
F: 0.68 7.90 1.74
F: 2.95 8.38 1.18
F: 3.76 7.40 3.20
F: 2.05 9.06 3.31
C: -2.16 -0.58 -0.77
C: -2.75 0.18 0.56
O: -2.89 1.52 0.58
Br: -3.35 -0.80 2.25
H: -3.51 -3.59 -2.74
H: -4.01 -1.92 -3.66
H: -3.47 -3.45 -4.62
H: -1.33 -2.52 -4.73
H: -1.75 -1.16 -3.48
H: 1.65 0.66 -2.80
H: 0.89 -0.21 -4.28
H: -0.25 0.29 -2.85
H: 0.94 -2.03 -5.60
H: 2.32 -3.42 -5.51
H: 0.61 -3.71 -4.77
H: -0.74 -5.76 0.54
H: -1.55 -4.99 -0.98
H: -3.28 -3.65 0.41
H: -2.32 -4.06 2.06
H: -4.68 -5.43 1.03
H: -3.46 -6.31 2.17
H: -5.40 -6.39 -0.78
H: -5.05 -7.90 0.40
H: -4.39 -7.88 -1.45
H: 1.98 -3.08 1.10
H: 1.50 -4.90 1.14
H: -0.06 -2.73 3.13
H: 2.68 -2.61 3.52
H: 2.70 -4.50 3.43
H: 1.86 -3.67 4.94
H: 0.30 -0.65 1.42
H: 1.57 -0.88 0.04
H: -0.47 1.62 -0.45
H: 1.39 1.38 -0.74
H: -2.93 -1.44 -1.04
H: -2.22 0.20 -1.67
O: 2.68 -6.72 0.04
C: 3.47 -6.89 -0.88
O: 4.78 -7.23 -0.72
C: 5.42 -7.24 -1.99
C: 4.31 -7.41 -3.00
C: 3.15 -6.70 -2.33
H: 5.95 -6.29 -2.12
H: 6.14 -8.06 -2.04
H: 4.56 -7.01 -3.98
H: 4.08 -8.47 -3.11
H: 3.14 -5.64 -2.56
H: 2.20 -7.17 -2.59
O: 8.12 3.15 5.57
C: 7.60 4.21 5.26
O: 7.68 5.35 6.00
C: 6.87 6.36 5.40
C: 6.72 5.94 3.96
C: 6.75 4.44 4.05
H: 5.91 6.39 5.92
H: 7.36 7.33 5.49
H: 5.81 6.33 3.49
H: 7.58 6.29 3.38
H: 5.75 4.02 4.23
H: 7.20 3.99 3.16
O: -6.24 6.80 -0.41
C: -5.19 6.31 -0.03
O: -4.38 5.53 -0.80
C: -3.30 5.05 0.00
C: -3.19 6.02 1.14
C: -4.62 6.45 1.35
H: -3.53 4.03 0.33
H: -2.38 5.02 -0.60
H: -2.73 5.58 2.04
H: -2.58 6.88 0.84
H: -5.16 5.78 2.02
H: -4.68 7.48 1.70
O: -4.60 -0.37 -2.19
C: -5.09 0.71 -2.49
O: -5.88 0.93 -3.57
C: -6.18 2.32 -3.67
C: -5.97 2.86 -2.28
C: -4.86 1.99 -1.74
H: -5.50 2.77 -4.40
H: -7.21 2.45 -4.01
H: -5.73 3.93 -2.27
H: -6.88 2.71 -1.68
H: -3.88 2.39 -2.00
H: -4.95 1.84 -0.66

frontier orbital gap	3.016	eV
charge	-1

=====

[2]
A molecular structure, C38H56Br16F4N4O6S. Source: the Open Molecules 2025 dataset; level of theory: ωB97M-V/def2-TZVPD.

CARTESIAN COORDINATES (ANGSTROEM)
C: 5.03 1.61 1.86
O: 5.28 2.16 0.54
C: 4.26 3.12 0.17
C: 2.86 2.40 -0.22
C: 1.66 2.59 0.79
C: 1.79 3.47 2.15
C: 1.80 5.03 1.77
C: 2.70 5.95 2.73
C: 4.11 6.42 2.04
C: 3.00 5.34 4.18
C: 0.31 1.91 0.46
C: 0.22 1.08 -0.88
C: 1.37 0.84 -1.88
C: 1.12 -0.07 -3.15
F: -0.09 -0.81 -3.15
F: 1.07 0.78 -4.32
C: 2.30 -1.16 -3.42
F: 1.72 -2.20 -4.20
F: 2.88 -1.64 -2.19
C: 2.74 1.55 -1.53
C: 4.01 1.44 -2.49
O: 3.67 1.90 -3.85
N: 3.30 3.22 -3.68
O: 2.27 3.45 -4.23
C: -1.29 0.65 -0.80
O: -2.16 0.28 -1.62
N: -1.78 0.81 0.57
C: -2.15 -0.40 1.35
C: -3.73 -0.58 1.66
S: -4.87 -0.04 0.29
C: -5.13 1.78 0.19
N: -6.43 2.44 0.31
N: -6.30 3.78 0.13
C: -4.91 4.08 -0.09
O: -4.19 2.84 -0.07
C: -1.09 1.88 1.26
O: -1.45 2.57 2.24
H: 5.87 0.89 2.19
H: 5.04 2.48 2.60
H: 4.01 1.09 1.96
H: 4.58 3.68 -0.79
H: 4.15 3.91 0.98
H: 2.77 3.10 2.63
H: 0.88 3.22 2.80
H: 0.73 5.44 1.79
H: 2.21 5.17 0.70
H: 2.10 6.93 2.89
H: 5.02 6.00 2.62
H: 4.23 7.57 2.07
H: 4.17 6.09 0.94
H: 3.68 6.10 4.72
H: 3.60 4.35 4.16
H: 2.06 5.25 4.85
H: 3.10 -0.62 -4.03
H: 4.90 2.07 -2.17
H: 4.39 0.35 -2.57
H: -1.77 -1.34 0.81
H: -1.62 -0.37 2.37
H: -4.09 -0.09 2.64
H: -3.91 -1.72 1.79
H: -4.49 5.14 -0.26
Br: 2.65 -6.93 -2.48
C: 2.75 -5.47 -3.76
C: 3.23 -5.95 -5.11
Br: 5.16 -6.26 -5.10
H: 3.39 -4.70 -3.32
H: 1.73 -5.08 -3.84
H: 3.07 -5.20 -5.87
H: 2.77 -6.89 -5.42
Br: -3.88 4.53 2.25
C: -3.67 5.47 3.94
C: -3.45 6.95 3.73
Br: -1.62 7.32 3.16
H: -2.85 4.99 4.47
H: -4.60 5.30 4.48
H: -3.56 7.50 4.67
H: -4.11 7.39 2.98
Br: -5.59 -3.55 3.99
C: -5.27 -2.67 5.70
C: -4.95 -1.22 5.51
Br: -3.12 -0.96 4.89
H: -4.48 -3.23 6.20
H: -6.20 -2.79 6.25
H: -5.01 -0.68 6.46
H: -5.60 -0.72 4.78
Br: 9.83 -6.86 -5.29
C: 8.51 -7.87 -4.27
C: 8.71 -7.69 -2.79
Br: 10.20 -8.75 -2.14
H: 8.58 -8.90 -4.60
H: 7.54 -7.46 -4.58
H: 7.84 -8.05 -2.24
H: 8.90 -6.65 -2.50
Br: -1.28 7.49 -0.29
C: -1.40 7.39 -2.23
C: -2.70 7.96 -2.73
Br: -4.18 6.72 -2.46
H: -1.25 6.34 -2.50
H: -0.55 7.98 -2.60
H: -2.66 8.12 -3.81
H: -2.97 8.90 -2.25
Br: 4.69 -9.35 -7.58
C: 3.37 -10.36 -6.56
C: 3.58 -10.17 -5.07
Br: 5.08 -11.24 -4.43
H: 3.44 -11.40 -6.88
H: 2.41 -9.95 -6.87
H: 2.71 -10.53 -4.52
H: 3.78 -9.14 -4.79
Br: -2.67 -7.42 0.62
C: -4.13 -6.78 1.72
C: -5.39 -6.59 0.91
Br: -5.31 -4.96 -0.15
H: -3.79 -5.86 2.21
H: -4.28 -7.55 2.48
H: -6.26 -6.46 1.57
H: -5.59 -7.41 0.22
Br: -7.31 1.36 5.29
C: -8.03 1.46 3.48
C: -8.93 0.29 3.17
Br: -7.91 -1.34 2.80
H: -7.17 1.53 2.80
H: -8.59 2.39 3.45
H: -9.50 0.47 2.26
H: -9.61 0.05 3.99

frontier orbital gap	7.245	eV

=====

[3]
5 unconnected molecules or ions with the total composition C38H56ClF8O12P3S2. Source: the Open Molecules 2025 dataset; level of theory: ωB97M-V/def2-TZVPD.

CARTESIAN COORDINATES (ANGSTROEM)
C: -2.43 -3.72 1.02
C: -2.36 -3.14 -0.26
C: -2.94 -1.77 -0.46
C: -4.31 -1.71 -0.39
C: -4.97 -0.50 -0.56
C: -4.23 0.66 -0.77
P: -5.20 2.21 -1.02
O: -6.72 1.59 -1.06
Cl: -5.12 3.34 0.74
C: -2.86 0.59 -0.82
C: -2.19 -0.62 -0.71
C: -0.69 -0.67 -0.85
O: -0.17 -1.76 -0.73
C: 0.15 0.60 -0.92
C: -0.51 1.82 -0.90
C: 0.18 3.02 -0.79
C: -0.54 4.35 -0.67
C: -0.04 5.22 0.56
C: -1.19 5.80 1.42
C: -0.88 5.56 2.90
F: -0.47 4.30 3.17
F: -2.02 5.79 3.61
C: 0.20 6.51 3.50
F: 0.03 6.54 4.84
F: 0.09 7.77 3.08
F: 1.45 6.07 3.30
C: 1.57 2.95 -0.80
S: 2.55 4.46 -0.78
C: 2.26 1.74 -0.87
P: 4.11 1.91 -0.83
P: 4.67 2.82 1.10
O: 5.33 4.10 0.80
O: 5.75 1.87 1.83
O: 3.38 3.14 2.02
C: 1.54 0.55 -0.97
S: 2.43 -1.01 -1.19
O: 3.76 -0.81 -1.71
O: 1.81 -1.82 -2.20
C: 2.64 -1.93 0.42
F: 2.55 -1.13 1.48
F: 3.87 -2.45 0.40
F: 1.80 -2.95 0.53
C: -2.01 1.79 -1.06
O: -2.51 2.74 -1.64
H: -1.71 -3.52 1.81
H: -3.22 -4.45 1.25
H: -1.89 -3.67 -1.09
H: -4.90 -2.60 -0.23
H: -6.05 -0.48 -0.55
H: -7.29 2.15 -1.59
H: -0.50 4.90 -1.62
H: -1.60 4.21 -0.43
H: 0.70 4.63 1.09
H: 0.48 6.07 0.10
H: -2.19 5.38 1.23
H: -1.21 6.88 1.31
H: 2.63 4.77 -2.10
H: 4.77 0.68 -0.67
H: 5.88 2.12 2.76
H: 3.45 4.09 2.23
C: 2.41 -8.13 1.51
C: 1.67 -8.60 0.27
O: 0.34 -8.13 0.19
C: 0.18 -6.72 0.13
C: 0.83 -6.08 -1.08
H: 1.84 -8.36 2.41
H: 3.39 -8.61 1.57
H: 2.57 -7.05 1.50
H: 1.61 -9.69 0.29
H: 2.22 -8.33 -0.64
H: 0.53 -6.25 1.06
H: -0.90 -6.54 0.09
H: 1.92 -6.15 -1.04
H: 0.57 -5.02 -1.13
H: 0.50 -6.56 -2.00
C: -3.20 4.23 -7.84
C: -4.11 3.55 -6.82
O: -3.79 2.19 -6.61
C: -2.50 1.92 -6.10
C: -2.23 2.54 -4.74
H: -3.18 3.67 -8.77
H: -3.56 5.24 -8.04
H: -2.18 4.31 -7.48
H: -5.13 3.57 -7.19
H: -4.10 4.10 -5.87
H: -1.74 2.22 -6.83
H: -2.43 0.83 -6.01
H: -2.21 3.63 -4.80
H: -1.27 2.20 -4.35
H: -3.01 2.27 -4.03
C: -0.90 -11.41 0.82
C: -0.80 -12.67 1.67
O: -1.63 -13.73 1.21
C: -1.37 -14.21 -0.09
C: 0.03 -14.78 -0.26
H: -1.93 -11.09 0.72
H: -0.33 -10.60 1.28
H: -0.50 -11.57 -0.18
H: -1.13 -12.44 2.68
H: 0.24 -13.01 1.75
H: -1.56 -13.43 -0.83
H: -2.10 -15.00 -0.27
H: 0.80 -14.01 -0.17
H: 0.13 -15.24 -1.25
H: 0.23 -15.54 0.50
C: 2.88 8.83 5.19
C: 4.05 9.39 4.39
O: 3.65 10.22 3.32
C: 2.93 11.38 3.66
C: 3.70 12.34 4.55
H: 2.17 8.34 4.54
H: 3.23 8.12 5.94
H: 2.34 9.62 5.72
H: 4.60 8.56 3.95
H: 4.75 9.92 5.05
H: 1.97 11.12 4.11
H: 2.70 11.88 2.72
H: 3.88 11.91 5.54
H: 3.14 13.27 4.69
H: 4.67 12.57 4.12

frontier orbital gap	5.880	eV
SMILES	C=Cc1ccc(P(O)Cl)c2c1C(=O)c1c(c(CCCC(F)(F)C(F)(F)F)c(S)c(PP(=O)(O)O)c1S(=O)(=O)C(F)(F)F)C2=O.CCOCC.CCOCC.CCOCC.CCOCC

=====

[4]
A molecular structure, C38H57BBeCl2Cs2F5N2O10PS. Source: the Open Molecules 2025 dataset; level of theory: ωB97M-V/def2-TZVPD.

CARTESIAN COORDINATES (ANGSTROEM)
C: -1.64 -4.89 2.20
C: -0.27 -5.39 2.62
O: 0.07 -6.51 2.34
N: 0.57 -4.53 3.42
C: 1.95 -4.96 3.44
C: 2.69 -4.69 4.79
O: 2.57 -5.45 2.56
C: 0.33 -3.10 3.25
C: 0.48 -2.42 2.04
P: 1.02 -3.28 0.50
S: -0.44 -3.70 -0.71
C: 0.22 -1.05 1.89
C: 0.33 -0.33 0.57
C: 1.48 0.70 0.50
C: 1.16 1.80 -0.53
C: 2.17 2.96 -0.43
C: 1.14 1.24 -1.98
C: -0.29 0.88 -2.46
C: -0.47 1.08 -3.97
C: -1.55 0.56 -4.63
C: -2.97 1.04 -4.40
C: -1.37 -0.54 -5.66
C: -0.21 -0.30 2.99
C: -0.56 1.16 2.92
C: -2.10 1.50 2.98
C: -3.03 0.28 3.04
C: -2.41 2.54 4.08
C: -0.34 -0.99 4.19
C: -0.08 -2.35 4.34
C: -0.35 -2.77 5.80
O: -0.49 -3.84 6.30
N: -0.41 -1.53 6.50
C: -0.81 -0.52 5.54
O: -1.44 0.44 5.86
H: -2.34 -5.02 3.02
H: -1.98 -5.55 1.40
H: -1.65 -3.89 1.79
H: 3.66 -4.15 4.58
H: 2.84 -5.65 5.36
H: 2.08 -3.95 5.39
H: 1.87 -2.35 -0.12
H: 1.83 -4.39 0.77
H: -0.61 0.20 0.42
H: 0.43 -0.99 -0.29
H: 2.42 0.24 0.18
H: 1.69 1.16 1.47
H: 0.17 2.21 -0.32
H: 1.99 3.62 -1.28
H: 3.21 2.64 -0.52
H: 2.01 3.58 0.45
H: 1.72 0.32 -1.94
H: 1.58 1.94 -2.68
H: -0.44 -0.18 -2.29
H: -1.03 1.45 -1.90
H: 0.27 1.61 -4.57
H: -2.96 2.12 -4.52
H: -3.64 0.60 -5.14
H: -3.33 0.75 -3.41
H: -2.33 -1.09 -5.68
H: -0.52 -1.17 -5.36
H: -1.21 -0.12 -6.66
H: -0.10 1.63 3.79
H: -0.16 1.66 2.05
H: -2.34 2.01 2.04
H: -2.89 -0.34 3.92
H: -4.05 0.66 3.09
H: -2.94 -0.28 2.11
H: -1.66 2.57 4.87
H: -2.39 3.53 3.61
H: -3.42 2.41 4.47
H: 0.52 -1.24 6.81
C: 4.33 0.91 3.49
Cl: 3.89 2.66 3.54
Cl: 2.88 -0.10 3.63
H: 4.82 0.70 2.54
H: 5.00 0.69 4.31
O: -2.77 -3.91 -3.02
H: -2.38 -4.00 -2.15
F: -2.38 3.96 -5.51
C: -2.72 5.22 -5.13
C: -2.96 6.18 -6.09
C: -3.31 7.46 -5.70
C: -3.40 7.77 -4.34
C: -3.14 6.79 -3.39
C: -2.80 5.51 -3.78
H: -2.88 5.92 -7.14
H: -3.51 8.21 -6.45
H: -3.66 8.77 -4.04
H: -3.21 7.04 -2.34
H: -2.61 4.73 -3.05
Be: 2.76 4.79 3.41
B: -5.22 9.20 -8.67
F: -5.19 10.25 -7.73
F: -5.48 9.72 -9.95
F: -3.97 8.55 -8.67
F: -6.22 8.28 -8.32
Cs: 2.85 -4.87 7.16
C: -4.53 -3.64 1.02
O: -3.63 -3.28 0.21
H: -4.65 -4.73 1.20
H: -4.49 -3.19 2.04
H: -5.65 -3.35 0.63
C: 5.14 -4.65 1.26
C: 5.52 -3.34 1.88
O: 6.75 -2.84 1.35
C: 6.64 -2.24 0.16
O: 5.62 -2.08 -0.46
O: 7.86 -1.86 -0.23
C: 7.90 -1.26 -1.53
H: 5.95 -5.38 1.34
H: 4.26 -5.04 1.77
H: 4.92 -4.54 0.20
H: 5.69 -3.48 2.95
H: 4.73 -2.59 1.77
H: 7.19 -0.44 -1.61
H: 7.71 -2.01 -2.29
H: 8.91 -0.87 -1.66
O: -6.14 -2.98 -1.10
H: -5.37 -3.11 -1.69
Cs: -0.31 -3.07 -4.63

frontier orbital gap	3.782	eV
ΔE to the lowest compared entry with this formula, charge and spin	0.0	kJ/mol